The following is a quantum chemistry calculation of C28H20F10N4S5SiTa as an isolated structure at a distorted geometry, from the OMol25 dataset.

Calculated values
Gap between HOMO and LUMO ... 5.9 eV
E ... -126095.51981 eV
Total charge ... +1
Relative energy (zero: lowest compared OMol25 entry of this formula, charge and spin) ... 65.7 kcal/mol
LUMO energy ... -5.02 eV

XYZ file:
```
69
Properties=species:S:1:pos:R:3:nbo_charge:R:1
Ta -0.389 -0.257 0.149 1.369
C 3.315 3.062 -3.036 -0.734
S 2.043 3.624 -1.869 0.385
C 1.525 2.138 -1.171 -0.075
S 0.399 2.256 0.114 -0.026
N 2.019 1.026 -1.642 -0.418
N 1.657 -0.126 -1.136 -0.273
C 2.254 -1.200 -1.547 0.103
C 2.019 -2.464 -0.914 0.115
C 2.745 -3.605 -1.274 -0.190
C 2.602 -4.756 -0.521 -0.134
C 1.741 -4.739 0.568 -0.216
C 1.017 -3.581 0.824 0.095
N 1.144 -2.481 0.104 -0.443
H 3.453 3.858 -3.760 0.244
H 2.965 2.156 -3.517 0.244
H 4.234 2.881 -2.486 0.235
H 3.019 -1.137 -2.316 0.226
H 3.418 -3.573 -2.116 0.237
H 3.167 -5.643 -0.762 0.242
H 1.624 -5.601 1.204 0.245
H 0.324 -3.529 1.651 0.227
F -2.131 1.297 7.000 -0.265
C -1.422 0.935 5.938 0.282
C -2.035 0.794 4.694 0.327
F -3.339 1.000 4.546 -0.279
C -1.258 0.437 3.605 0.290
F -1.842 0.337 2.363 -0.296
C 0.104 0.163 3.684 -0.282
S 1.026 -0.377 2.311 -0.044
C 0.695 0.297 4.949 0.345
F 1.992 0.042 5.092 -0.279
C -0.050 0.695 6.054 0.290
F 0.545 0.851 7.231 -0.269
C -4.136 3.733 -0.834 -1.106
Si -4.054 3.195 -2.655 1.585
C -3.404 4.635 -3.725 -1.092
C -5.728 2.546 -3.285 -1.096
C -2.709 1.851 -2.974 -0.455
C -2.254 1.627 -4.265 -0.133
C -1.180 0.779 -4.520 -0.193
C -0.502 0.243 -3.446 0.034
N -0.922 0.437 -2.201 -0.509
C -2.032 1.151 -1.973 0.090
S -2.531 1.037 -0.316 0.001
H -4.662 4.680 -0.755 0.252
H -3.154 3.875 -0.391 0.247
H -4.671 3.015 -0.220 0.244
H -4.046 5.501 -3.611 0.247
H -3.388 4.387 -4.781 0.234
H -2.398 4.933 -3.443 0.242
H -6.494 3.303 -3.140 0.248
H -6.051 1.650 -2.762 0.245
H -5.701 2.314 -4.346 0.242
H -2.750 2.115 -5.089 0.228
H -0.858 0.568 -5.525 0.229
H 0.388 -0.359 -3.566 0.206
F -6.348 -2.521 2.518 -0.266
C -5.311 -2.414 1.701 0.296
C -5.506 -2.321 0.322 0.271
F -6.742 -2.328 -0.164 -0.272
C -4.420 -2.205 -0.540 0.393
F -4.622 -2.056 -1.848 -0.289
C -3.113 -2.196 -0.044 -0.331
S -1.718 -2.134 -1.083 -0.100
C -2.955 -2.268 1.338 0.351
F -1.670 -2.154 1.812 -0.315
C -4.015 -2.372 2.219 0.268
F -3.799 -2.427 3.530 -0.278
```